# C47H48GeN5SSeSiTc

C47H48GeN5SSeSiTc as an isolated structure (ωB97M-V/def2-TZVPD, OMol25).

2S+1: 1
E_HOMO in Eh: -0.2859
DFT total energy in Eh: -7340.41447
LUMO energy in eV: -0.9
Strongest force on any atom in eV/A: 0.49

Cartesian coordinates (Å):
Tc  0.05  0.94  1.50
C  -4.83  0.96  1.44
C  -5.18  -0.44  1.02
C  -6.20  -1.13  1.67
C  -6.56  -2.41  1.29
C  -5.91  -3.03  0.24
C  -4.88  -2.37  -0.41
C  -4.51  -1.10  -0.01
N  -3.47  -0.43  -0.75
C  -2.40  0.22  -0.19
N  -1.99  1.37  -0.85
C  -1.96  2.56  -0.06
C  -1.19  2.59  1.10
C  -1.37  3.69  1.95
C  -2.19  4.75  1.59
C  -2.83  4.74  0.36
C  -2.75  3.64  -0.48
C  -3.51  3.60  -1.78
N  -1.77  -0.17  0.87
C  -2.06  -1.49  1.37
C  -2.56  -1.63  2.66
C  -2.81  -2.88  3.19
C  -2.55  -4.01  2.43
C  -2.05  -3.87  1.14
C  -1.80  -2.62  0.58
C  -1.29  -2.55  -0.83
H  -5.62  1.38  2.07
H  -4.70  1.63  0.58
H  -3.89  1.00  2.01
H  -6.72  -0.64  2.48
H  -7.36  -2.92  1.82
H  -6.19  -4.03  -0.07
H  -4.34  -2.85  -1.22
H  -3.77  -0.05  -1.64
H  -2.49  1.51  -1.71
H  -0.85  3.73  2.89
H  -2.30  5.60  2.26
H  -3.44  5.59  0.06
H  -4.03  4.54  -1.94
H  -4.27  2.81  -1.78
H  -2.84  3.44  -2.64
H  -2.75  -0.74  3.24
H  -3.20  -2.97  4.19
H  -2.73  -5.00  2.83
H  -1.84  -4.75  0.55
H  -0.54  -3.32  -1.00
H  -0.84  -1.58  -1.08
H  -2.10  -2.72  -1.55
Se  1.56  2.85  2.10
C  2.97  2.30  3.14
N  3.87  2.04  3.83
S  -0.22  0.30  3.82
C  1.31  -0.22  4.29
N  2.31  -0.70  4.61
C  4.24  -2.19  1.73
Si  2.50  -2.62  1.21
C  1.70  -3.61  2.58
C  2.49  -3.65  -0.35
C  1.22  -1.19  1.05
H  4.24  -1.48  2.56
H  4.87  -1.80  0.93
H  4.69  -3.12  2.09
H  2.20  -4.57  2.70
H  0.65  -3.80  2.38
H  1.78  -3.07  3.53
H  2.04  -4.63  -0.15
H  3.51  -3.83  -0.71
H  1.94  -3.19  -1.17
H  0.98  -1.13  2.12
H  0.41  -1.76  0.61
C  1.24  0.19  0.41
Ge  2.31  0.86  -1.11
C  1.45  2.17  -2.26
C  1.73  2.12  -3.63
C  1.21  3.06  -4.50
C  0.40  4.08  -4.02
C  0.13  4.16  -2.66
C  0.66  3.22  -1.79
C  3.98  1.61  -0.47
C  4.62  1.12  0.66
C  5.83  1.65  1.07
C  6.42  2.67  0.34
C  5.78  3.18  -0.78
C  4.56  2.66  -1.18
C  2.63  -0.71  -2.23
C  3.90  -1.28  -2.32
C  4.13  -2.35  -3.17
C  3.10  -2.86  -3.95
C  1.83  -2.30  -3.88
C  1.60  -1.22  -3.03
H  2.36  1.33  -4.02
H  1.44  3.01  -5.56
H  -0.01  4.82  -4.70
H  -0.48  4.97  -2.27
H  0.48  3.33  -0.73
H  4.14  0.36  1.27
H  6.30  1.28  1.98
H  7.36  3.09  0.66
H  6.23  3.99  -1.34
H  4.06  3.07  -2.05
H  4.71  -0.88  -1.72
H  5.12  -2.79  -3.23
H  3.29  -3.69  -4.61
H  1.03  -2.69  -4.49
H  0.62  -0.77  -2.99